No. 1
Molecular formula: C14H18LiN3O2
Method: DFT, ωB97M-V/def2-TZVPD

Computed properties:
Spin multiplicity: 1
E (eV): -23581.250
Total charge: 0
HOMO level (Ha): -0.2953
Frontier orbital gap (eV): 8.57

Last column: natural (NBO) charge in e.
Atoms and positions in Å:
C -2.758200 1.158082 1.938802  -0.25
H -1.665158 3.176220 4.439579  0.21
C 0.987158 0.122976 -2.289970  0.76
H 2.997302 1.230358 -3.751577  0.22
H -3.740762 2.568821 3.232933  0.21
H 1.282698 0.601625 0.951706  0.26
H -0.550365 -1.423755 3.389583  0.25
H 3.266032 -0.507765 -3.681747  0.21
C 0.175853 -1.976208 2.799098  -0.41
H -0.481370 -1.011173 1.112669  0.48
H 0.469721 2.078014 3.818381  0.19
C -1.640099 2.447309 3.639456  -0.24
C -1.576748 0.519076 1.535009  -0.51
H -3.698177 0.921157 1.444644  0.19
H 2.317257 -2.121386 1.216618  0.20
O 1.942294 0.295135 -1.527259  -0.71
N 0.461545 -1.209795 1.568140  -0.43
C -2.800014 2.103875 2.961327  -0.22
C -0.437179 0.903084 2.257651  -0.14
O -2.468962 -0.320143 -2.279136  -0.75
H 1.602121 -1.283387 -0.187701  0.28
C 1.395979 -1.918601 0.670987  -0.43
N -0.285714 -0.043388 -1.880469  -0.75
H 0.941709 -2.858317 0.361989  0.21
C -1.311098 -0.236715 -2.754001  0.60
H -0.231109 -2.947401 2.526406  0.22
H 1.101970 -2.105463 3.356820  0.21
C 0.852083 0.201884 1.871666  -0.24
C -0.445899 1.832114 3.288664  -0.17
H 2.659264 0.229360 -5.183342  0.20
H 1.604038 0.202321 2.662666  0.20
H -1.827614 -0.488355 -4.874260  0.23
C 2.624319 0.267936 -4.096620  -0.39
C 0.244406 -0.148692 -4.558685  0.09
Li -1.767864 0.162157 -0.543946  0.86
N 1.249116 0.076609 -3.668176  -0.42
H 0.541633 -0.178073 -5.599023  0.21
C -1.030168 -0.319497 -4.168884  -0.40

Forces on atoms 1 to 2 (eV/Å):
C 0.0 0.0 0.0
H 0.0 0.0 0.0


No. 2
Molecular formula: C13H21N3OS2
Method: DFT, ωB97M-V/def2-TZVPD

Computed properties:
Spin multiplicity: 1
E (eV): -42010.560
SMILES: CCc1c(C(=O)NNC(=S)NCC(C)C)csc1C
Total charge: 0
Relative energy (zero: lowest compared OMol25 entry of this formula, charge and spin) (kcal per mole): 0.9
HOMO level (Ha): -0.3123
Frontier orbital gap (eV): 9.22

Last column: natural (NBO) charge in e.
Atoms and positions in Å:
S 4.930040 2.294104 0.249752  0.46
H -2.331443 -3.103704 -1.183624  0.42
H -4.275140 -1.860813 -0.095133  0.21
H 4.349711 3.326964 -3.038964  0.22
H -1.093360 -3.196377 1.468421  0.20
H -0.137310 -1.335871 1.060009  0.43
C 3.858773 2.727207 -1.046356  -0.17
H -3.578010 -3.737837 3.107517  0.20
C -1.037179 -1.645553 -0.801339  0.29
H 1.252134 1.351267 -2.447947  0.21
H -4.790843 -3.251005 0.869261  0.20
C 2.682888 2.035673 -0.998289  -0.04
C 1.590984 2.287132 -1.996758  -0.42
N -0.407205 -0.935747 0.161564  -0.44
H -0.378442 3.166583 -2.101075  0.21
C -2.032086 -3.154735 0.906065  -0.22
C 0.413140 3.033607 -1.367959  -0.60
C 2.641049 1.139556 0.122415  -0.20
H 3.998053 0.619874 1.747828  0.26
H -2.238104 -2.699836 3.601474  0.21
H 3.607790 4.594130 -2.056936  0.22
S -0.973985 -1.154801 -2.390179  -0.30
H -3.886944 -2.077638 3.615369  0.22
H 5.285456 4.122477 -1.770910  0.23
C 4.298821 3.751800 -2.036214  -0.65
C 3.789849 1.193378 0.866697  -0.35
C -3.035576 -2.247325 1.639366  -0.23
H -2.639011 -1.226783 1.642041  0.21
C 1.603355 0.199796 0.573708  0.65
H 0.461549 0.228513 -1.217692  0.44
O 1.669151 -0.404681 1.637959  -0.65
H 0.010854 2.489390 -0.517988  0.21
H 1.994599 2.892353 -2.809344  0.22
H -2.432041 -4.169635 0.851316  0.21
C -4.380344 -2.244150 0.917132  -0.61
N 0.510495 0.039270 -0.217744  -0.47
N -1.754613 -2.728806 -0.445971  -0.59
H -5.089049 -1.610966 1.444598  0.22
H 0.734718 4.013933 -1.023079  0.21
C -3.192725 -2.720739 3.081010  -0.60

Forces on atoms 1 to 2 (eV/Å):
S -0.7 -0.1 -0.3
H 0.2 0.1 0.0


No. 3
Molecular formula: C42H36FP2Y
Method: DFT, ωB97M-V/def2-TZVPD

Computed properties:
Spin multiplicity: 1
E (eV): -66460.415
Total charge: +2
Relative energy (zero: lowest compared OMol25 entry of this formula, charge and spin) (kcal per mole): 0.0
HOMO level (Ha): -0.5104
Frontier orbital gap (eV): 7.34

Last column: Mulliken charge in e.
Atoms and positions in Å:
C -1.218528 -4.266805 -0.011266  -0.42
C 0.470733 -0.742505 -4.043929  -0.81
H 0.682029 0.132633 -7.427365  0.01
H 3.605752 -4.737320 -1.816644  0.45
P 0.024005 1.744638 -0.252129  1.22
H 1.983621 0.927394 4.108394  0.40
C 1.820728 3.257037 -1.678999  -0.51
C -1.401869 1.848060 -1.359326  0.78
C -2.247120 -5.173077 0.292189  -0.75
H -2.223135 5.825148 1.591729  0.45
H -2.225123 -6.192800 -0.086178  0.45
H 1.084989 4.273723 3.905354  0.45
H 5.087601 2.841201 -2.565352  0.43
C -0.221709 3.122085 0.970569  0.86
H 1.489603 -3.487680 -1.988380  0.47
C 1.595067 -2.667104 0.012035  0.60
H 4.951250 -4.602927 0.284015  0.43
C 1.144794 0.526168 4.687013  -0.30
C -2.344202 -2.515538 1.249045  0.13
C 4.020528 -4.049018 0.192939  -0.59
C -3.362902 -3.427834 1.560523  -1.03
C -1.068193 -0.551266 4.693143  -0.37
F 0.032972 0.010053 8.110156  -0.29
P 0.018360 -1.760206 -0.102003  1.77
H -2.185866 2.482776 -4.601819  0.48
C -1.079912 -0.544820 6.109595  -0.80
C -3.596636 1.901096 -3.076635  -0.67
H 4.167227 -3.207462 2.171074  0.46
C -0.812859 -0.899584 -4.570975  -0.51
H 1.002171 3.969658 -1.741203  0.50
C 3.579972 -3.267127 1.259816  -0.77
H -0.696307 5.979989 3.548104  0.43
C -1.254030 4.054173 0.803754  -0.66
C -3.320032 -4.735253 1.079780  -0.59
H -4.139764 -5.413333 1.307361  0.41
H 4.758476 0.744938 -1.274829  0.49
C -1.845264 -1.308029 -3.724913  -0.86
C -3.762620 1.501940 -1.753131  -0.81
H -2.862925 -1.360557 -4.106344  0.46
C -0.281634 -1.580745 -1.895616  0.45
C -0.586102 5.156480 2.844326  -0.58
H -2.421148 -1.469138 1.583634  -0.09
H -2.415053 -1.834731 -1.722054  0.45
C 2.054044 -3.433417 -1.062964  -0.23
H -4.459459 1.961584 -3.731633  0.44
H -4.205418 -3.085852 2.156193  0.44
H 3.206963 4.475478 -2.788208  0.45
C -1.438713 5.077317 1.734340  -0.68
H -0.375492 -4.589548 -0.614312  0.41
H 2.037705 -1.958715 2.026152  0.34
H -0.218075 2.336322 -3.090801  0.51
H -1.923835 3.956618 -0.047473  0.39
C 0.057473 -0.045242 4.056830  0.86
Y -0.224991 0.114700 1.822992  0.04
C 0.030719 0.009994 6.745327  0.26
H -1.895841 -0.954913 6.700522  0.45
H -4.744656 1.228908 -1.374991  0.45
H 1.265975 -0.359885 -4.680287  0.43
C -2.673823 1.457091 -0.891530  -0.25
C 0.731928 -1.062013 -2.716045  -0.16
C -1.274684 -2.948187 0.445001  0.98
H -1.909007 -0.963929 4.118318  0.16
C 1.143265 0.554090 6.103052  -0.75
H 2.600611 0.253445 -0.228660  0.27
C 4.123898 2.640057 -2.107238  -0.66
C 3.948587 1.458536 -1.391400  -0.45
C -1.220290 2.169029 -2.706345  -1.03
C 2.714816 1.158944 -0.822318  -0.52
H 1.709634 -0.847727 -2.295144  0.67
H 1.959130 0.971210 6.687251  0.46
C -2.324968 2.215001 -3.559707  -0.62
H -0.999458 -0.682663 -5.615902  0.16
H 1.453876 2.484776 2.229122  0.56
C 1.634206 2.044742 -1.011267  0.76
C 0.417225 4.205896 3.040706  -0.88
C -1.591007 -1.621737 -2.394832  -0.79
H -0.066698 0.144592 -7.501217  0.03
H -2.812305 1.101230 0.131698  0.31
C 2.372448 -2.569490 1.183324  -0.54
C 3.267596 -4.131607 -0.981300  -0.88
C 3.070060 3.549573 -2.242990  -0.73
C 0.611653 3.181429 2.110275  -0.27

Forces on atoms 1 to 2 (eV/Å):
C -0.6 -0.5 0.2
C -0.1 -0.1 -0.2


| no. | largest force on an atom (eV Å⁻¹) |
| --- | --- |
| 1 | 0.075 |
| 2 | 0.766 |
| 3 | 2.346 |